[1]
{
  "formula": "C2H5IN2",
  "method": "ωB97M-V/def2-TZVPD",
  "homo_lumo_gap_ev": 9.7,
  "smiles": "NN1C[C@H]1I",
  "energy_ev": -13233.0700,
  "e_above_lowest_ev": 1.382,
  "homo_energy_ev": -9.28,
  "species": ["N", "N", "C", "C", "I", "H", "H", "H", "H", "H"],
  "coordinates": [[-0.91279, -1.27736, -0.12354], [-0.01511, -0.43640, 0.52766], [-0.02850, 1.00766, 0.38753], [0.85491, 0.17914, -0.42554], [3.02812, 0.09964, -0.07207], [-1.68617, -0.65459, -0.52639], [-1.41927, -1.82053, 0.67386], [0.41747, 1.49919, 1.24066], [-0.79666, 1.54753, -0.13561], [0.55800, -0.14427, -1.54655]],
  "forces_ev_per_angstrom": [[-3.9, -0.4, 1.2], [1.8, 0.0, 0.2], [0.1, 0.6, 0.0], [0.7, -1.5, -2.3], [-1.1, 0.0, -0.3], [1.1, -1.2, 0.4], [1.1, 1.2, -1.9], [-0.2, 0.2, 0.1], [-0.6, 0.0, -0.1], [1.0, 1.2, 2.7]]
}


[2]
{
  "formula": "C28H34AuNO",
  "method": "ωB97M-V/def2-TZVPD",
  "homo_lumo_gap_ev": 6.5,
  "total_charge": 2,
  "energy_ev": -36801.9648,
  "e_above_lowest_ev": 0.215,
  "homo_energy_ev": -14.24,
  "species": ["Au", "C", "C", "C", "C", "C", "C", "C", "C", "C", "C", "H", "H", "H", "H", "H", "H", "H", "H", "H", "H", "H", "H", "H", "H", "C", "N", "C", "C", "C", "O", "H", "H", "H", "H", "H", "H", "H", "H", "H", "C", "C", "C", "C", "C", "C", "C", "C", "C", "C", "C", "C", "C", "C", "H", "H", "H", "H", "H", "H", "H", "H", "H", "H", "H"],
  "coordinates": [[0.96890, -0.36442, 0.44859], [0.37545, 3.00853, 3.30454], [0.36869, 2.22917, 1.98551], [0.74808, 3.14043, 0.82098], [1.27379, 1.01178, 2.12771], [2.67437, 1.07048, 1.86974], [3.54118, 0.12431, 2.38571], [3.08440, -0.93583, 3.17707], [4.04633, -1.90449, 3.79823], [1.71489, -1.05873, 3.38488], [0.82496, -0.11339, 2.87651], [-0.28052, 3.87634, 3.23766], [1.38245, 3.36540, 3.52945], [0.04053, 2.39197, 4.13892], [-0.64945, 1.85583, 1.81877], [1.66854, 3.68864, 1.02663], [-0.03142, 3.88525, 0.65928], [0.89676, 2.58515, -0.11059], [3.06972, 1.90855, 1.31023], [4.60221, 0.22224, 2.19204], [4.23529, -1.62616, 4.83691], [5.00305, -1.90602, 3.27950], [3.64523, -2.91719, 3.80098], [1.33304, -1.88053, 3.97767], [-0.22596, -0.16604, 3.14145], [3.17922, -2.60435, -1.12905], [2.62489, -2.02576, -2.35563], [3.41420, -2.08580, -3.59648], [1.41404, -1.51441, -2.31555], [0.75981, -0.94258, -3.53270], [0.73424, -1.55556, -1.23493], [4.17753, -2.97380, -1.33477], [2.55263, -3.42283, -0.77942], [3.23548, -1.84797, -0.34312], [4.36446, -2.55854, -3.37515], [3.61007, -1.08707, -3.98100], [2.90240, -2.67855, -4.35186], [1.43255, -0.77369, -4.36578], [0.27810, -0.00583, -3.25541], [-0.02493, -1.63146, -3.85162], [-4.26237, 2.92923, -4.19755], [-4.71174, 1.74457, -3.62309], [-3.99097, 1.15294, -2.60319], [-2.81452, 1.75289, -2.15357], [-2.36225, 2.93599, -2.73168], [-3.09058, 3.52352, -3.75440], [-2.02539, 1.16809, -1.05488], [-2.29979, 0.14341, -0.32574], [-2.60337, -0.89955, 0.48853], [-3.36954, -0.66540, 1.67025], [-3.72647, -1.72498, 2.46346], [-3.33340, -3.01590, 2.09561], [-2.57772, -3.26993, 0.94642], [-2.20748, -2.22496, 0.13976], [-4.83103, 3.38853, -4.99462], [-5.62560, 1.28513, -3.97378], [-4.34215, 0.22821, -2.15969], [-1.44950, 3.40029, -2.37777], [-2.74435, 4.44483, -4.20199], [-1.07610, 1.64864, -0.80341], [-3.66803, 0.34713, 1.90906], [-4.31566, -1.57221, 3.35661], [-3.62784, -3.84889, 2.72244], [-2.29747, -4.28398, 0.69891], [-1.61188, -2.37067, -0.75153]],
  "forces_ev_per_angstrom": [[0.2, -0.1, 0.1], [0.0, 0.0, 0.0], [0.0, 0.0, 0.0], [0.0, 0.0, 0.0], [0.0, 0.0, 0.0], [0.0, 0.1, 0.0], [0.0, 0.0, 0.0], [0.0, 0.0, 0.0], [0.0, 0.0, 0.0], [0.0, 0.0, 0.0], [-0.1, 0.0, -0.1], [0.0, 0.0, 0.0], [0.0, 0.0, 0.0], [0.0, 0.0, 0.0], [0.0, 0.0, 0.0], [0.0, 0.0, 0.0], [0.0, 0.0, 0.0], [0.0, 0.0, 0.0], [0.0, 0.0, 0.0], [0.0, 0.0, 0.0], [0.0, 0.0, 0.0], [0.0, 0.0, 0.0], [0.0, 0.0, 0.0], [0.0, 0.0, 0.0], [0.0, 0.0, 0.0], [0.0, 0.0, 0.0], [0.0, 0.0, 0.0], [0.0, 0.0, 0.0], [0.0, 0.0, 0.0], [0.0, 0.0, 0.0], [-0.1, 0.1, -0.1], [0.0, 0.0, 0.0], [0.0, 0.0, 0.0], [0.0, 0.0, 0.0], [0.0, 0.0, 0.0], [0.0, 0.0, 0.0], [0.0, 0.0, 0.0], [0.0, 0.0, 0.0], [0.0, 0.0, 0.0], [0.0, 0.0, 0.0], [0.0, 0.0, 0.0], [0.0, 0.0, 0.0], [0.0, 0.0, 0.0], [0.0, 0.0, 0.0], [0.0, 0.0, 0.0], [0.0, 0.0, 0.0], [-0.1, 0.0, -0.1], [0.1, 0.0, 0.0], [-0.1, -0.1, 0.1], [0.0, 0.0, 0.0], [0.0, 0.0, 0.0], [0.0, 0.0, 0.0], [0.0, 0.0, 0.0], [0.0, 0.0, 0.0], [0.0, 0.0, 0.0], [0.0, 0.0, 0.0], [0.0, 0.0, 0.0], [0.0, 0.0, 0.0], [0.0, 0.0, 0.0], [0.0, 0.0, 0.0], [0.0, 0.0, 0.0], [0.0, 0.0, 0.0], [0.0, 0.0, 0.0], [0.0, 0.0, 0.0], [0.0, 0.0, 0.0]]
}


[3]
{
  "formula": "C17H22N4O3",
  "method": "ωB97M-V/def2-TZVPD",
  "homo_lumo_gap_ev": 9.6,
  "smiles": "CCOC(=O)N1CCN(Cc2nc(-c3cccc(C)c3)no2)CC1",
  "energy_ev": -30088.9933,
  "e_above_lowest_ev": 1.670,
  "homo_energy_ev": -8.91,
  "species": ["C", "C", "O", "C", "O", "N", "C", "C", "N", "C", "C", "N", "C", "C", "C", "C", "C", "C", "C", "C", "N", "O", "C", "C", "H", "H", "H", "H", "H", "H", "H", "H", "H", "H", "H", "H", "H", "H", "H", "H", "H", "H", "H", "H", "H", "H"],
  "coordinates": [[0.68886, 2.83065, -2.50571], [1.85776, 2.26602, -3.30138], [2.12206, 0.91043, -2.95037], [2.82492, 0.72850, -1.80623], [3.25560, 1.63419, -1.13077], [3.04469, -0.58341, -1.54712], [2.33745, -1.65796, -2.20393], [1.18232, -2.12997, -1.31873], [1.71425, -2.55017, -0.03055], [0.73858, -3.20431, 0.80380], [-0.43229, -2.37016, 1.22122], [-0.68469, -1.13169, 0.94108], [-1.87716, -0.89664, 1.57864], [-2.55276, 0.38345, 1.54220], [-3.77439, 0.54838, 2.19326], [-4.40269, 1.77660, 2.15095], [-3.82375, 2.83572, 1.46914], [-2.60568, 2.68571, 0.81721], [-1.98391, 3.82564, 0.06983], [-1.97636, 1.44951, 0.85879], [-2.31683, -1.95287, 2.21105], [-1.38444, -2.92106, 1.98661], [2.39529, -1.44712, 0.63329], [3.54954, -0.96588, -0.24704], [0.95074, 2.86284, -1.45121], [-0.19199, 2.20567, -2.63598], [0.46663, 3.83833, -2.84539], [2.75726, 2.86424, -3.12360], [1.63328, 2.23959, -4.36992], [3.04182, -2.48227, -2.35220], [1.96747, -1.31533, -3.16835], [0.45366, -1.31281, -1.20891], [0.68805, -2.98486, -1.78583], [1.23598, -3.56366, 1.71169], [0.35257, -4.08209, 0.27300], [-4.20477, -0.28838, 2.71982], [-5.34891, 1.91529, 2.65278], [-4.32461, 3.79316, 1.44538], [-0.91522, 3.87597, 0.26539], [-2.11933, 3.68799, -1.00287], [-2.43945, 4.77118, 0.35283], [-1.02799, 1.30283, 0.36394], [1.71250, -0.60561, 0.82235], [2.78797, -1.80539, 1.58732], [4.27467, -1.77291, -0.38337], [4.03688, -0.09941, 0.20050]],
  "forces_ev_per_angstrom": [[0.3, -0.3, -0.1], [-0.1, 0.5, 0.1], [0.0, -0.3, 0.2], [0.1, 0.0, -0.3], [0.0, 0.4, 0.2], [0.0, -0.1, -0.1], [-0.4, -0.2, -0.2], [0.2, 0.0, -0.4], [-0.2, 0.0, 0.1], [0.1, -0.3, 0.0], [-0.4, 0.5, 0.0], [0.4, -0.2, -0.1], [0.4, -1.2, 0.2], [-0.4, 0.5, 0.0], [0.1, 0.0, -0.1], [-0.1, 0.0, 0.0], [0.1, 0.0, 0.0], [-0.1, 0.0, 0.1], [0.0, 0.0, 0.0], [-0.1, -0.2, 0.1], [-0.9, 0.8, 0.3], [0.7, -0.4, -0.3], [0.3, 0.2, -0.1], [0.0, 0.2, 0.4], [0.0, 0.0, 0.1], [-0.1, 0.0, 0.0], [-0.1, 0.1, 0.0], [-0.1, -0.1, -0.1], [0.1, 0.0, 0.1], [-0.1, 0.0, 0.0], [0.1, -0.1, 0.1], [0.1, -0.1, -0.1], [0.0, 0.0, 0.0], [-0.1, 0.0, -0.1], [0.0, 0.0, 0.1], [-0.1, -0.1, 0.1], [-0.1, 0.0, 0.0], [0.0, 0.1, 0.0], [0.1, 0.1, 0.0], [0.0, 0.1, -0.1], [0.0, 0.1, 0.0], [0.1, 0.0, -0.1], [0.1, 0.0, 0.0], [0.0, 0.0, 0.0], [0.0, 0.0, 0.0], [0.0, -0.1, 0.0]]
}


[4]
{
  "formula": "C26H40F3N4O7PS",
  "method": "ωB97M-V/def2-TZVPD",
  "homo_lumo_gap_ev": 6.5,
  "smiles": "CP(O)c1c(N=C=S)c(CC=O)c(F)c2c1C(=O)C(F)=C(F)C2=O.COC[C@@H](C)N.COC[C@@H](C)N.COC[C@@H](C)N",
  "energy_ev": -76176.4566,
  "homo_energy_ev": -8.05,
  "species": ["C", "P", "O", "C", "C", "N", "C", "S", "C", "C", "C", "O", "C", "F", "C", "C", "C", "O", "C", "F", "C", "F", "C", "O", "H", "H", "H", "H", "H", "H", "H", "C", "O", "C", "C", "C", "N", "H", "H", "H", "H", "H", "H", "H", "H", "H", "H", "H", "C", "O", "C", "C", "C", "N", "H", "H", "H", "H", "H", "H", "H", "H", "H", "H", "H", "C", "O", "C", "C", "C", "N", "H", "H", "H", "H", "H", "H", "H", "H", "H", "H", "H"],
  "coordinates": [[-1.91267, 2.59719, -2.03897], [-2.72311, 2.12279, -3.61851], [-3.56147, 0.74055, -3.26333], [-1.23620, 1.67526, -4.67512], [-0.65175, 0.38627, -4.68056], [-1.24682, -0.62923, -3.84093], [-0.88226, -0.60512, -2.68119], [-0.21116, -0.69176, -1.26993], [0.44163, 0.04046, -5.45692], [1.12515, -1.32091, -5.54928], [1.21024, -2.15674, -4.28562], [0.38392, -2.98899, -4.02055], [0.96549, 1.04681, -6.26922], [2.01236, 0.72638, -7.02697], [0.43295, 2.31923, -6.31954], [-0.67975, 2.64747, -5.51414], [-1.20213, 4.05972, -5.62719], [-2.27184, 4.45609, -5.25123], [-0.31539, 5.06185, -6.29305], [-0.65032, 6.33251, -6.12808], [0.72572, 4.73532, -7.05026], [1.45121, 5.66123, -7.65142], [1.06259, 3.30783, -7.25833], [1.79508, 3.01116, -8.16954], [-1.05077, 1.96564, -1.82774], [-2.63187, 2.58336, -1.22281], [-1.55395, 3.61005, -2.21843], [-3.96703, 0.38966, -4.06256], [2.15415, -1.10648, -5.84751], [0.69871, -1.90150, -6.36825], [2.07273, -2.04538, -3.60497], [0.25885, -1.10058, 4.64890], [0.29127, -1.19056, 3.23532], [-0.22358, -2.39421, 2.69820], [-1.75341, -2.44667, 2.57779], [-2.45587, -2.67818, 3.90982], [-2.30014, -1.24054, 1.94848], [0.42217, -2.07349, 5.12135], [-0.68722, -0.67883, 4.99738], [1.05803, -0.42416, 4.95329], [0.19835, -2.46560, 1.69129], [0.15547, -3.25571, 3.26438], [-1.98943, -3.29605, 1.92937], [-2.48515, -1.77662, 4.52199], [-3.48947, -2.98338, 3.74414], [-1.95997, -3.46488, 4.48251], [-1.90062, -1.14510, 1.01923], [-1.93423, -0.43971, 2.45745], [-1.29729, -3.13259, 7.86064], [-0.70094, -3.90413, 6.83450], [0.23167, -4.87579, 7.27003], [-0.39140, -6.18907, 7.76472], [-1.00981, -6.09123, 9.15550], [-1.39781, -6.70857, 6.83398], [-0.59969, -2.94577, 8.68199], [-2.20096, -3.61110, 8.24417], [-1.58743, -2.17582, 7.42521], [0.84348, -5.10231, 6.39229], [0.90478, -4.44680, 8.02428], [0.42041, -6.92058, 7.81939], [-1.97501, -5.58561, 9.14014], [-1.17836, -7.08890, 9.56016], [-0.35211, -5.55776, 9.84487], [-0.96358, -6.87910, 5.93123], [-2.06394, -5.96214, 6.65174], [3.64367, 4.65149, -0.76406], [3.03061, 5.60498, -1.61257], [3.03274, 5.28225, -2.98829], [1.91582, 4.32292, -3.42006], [2.16133, 2.86819, -3.02755], [0.60553, 4.73403, -2.90240], [4.49807, 4.17097, -1.24947], [2.93020, 3.89150, -0.43655], [3.99871, 5.17912, 0.12053], [2.88302, 6.23160, -3.50941], [4.01770, 4.90425, -3.29248], [1.87181, 4.36203, -4.51310], [1.96815, 2.69007, -1.96949], [1.49411, 2.20999, -3.58876], [3.18812, 2.56735, -3.24581], [0.38586, 5.66642, -3.24611], [0.70408, 4.86367, -1.89800]],
  "forces_ev_per_angstrom": [[0.3, -0.7, -0.5], [-1.2, 1.1, -0.7], [0.9, -0.3, 0.4], [0.1, -0.2, 0.4], [-0.7, 0.0, 0.0], [0.7, 0.9, 0.6], [0.4, -0.7, -0.2], [-0.4, 0.0, -0.1], [0.3, -0.2, -0.2], [0.6, 0.6, 0.2], [-0.7, -0.6, -0.1], [0.2, -0.1, 0.0], [-0.4, -0.2, 0.2], [0.1, 0.0, 0.0], [0.1, 0.5, -0.3], [0.4, -0.2, -0.1], [0.1, 0.2, 0.0], [0.0, -0.1, 0.2], [0.2, 0.0, 0.0], [-0.2, -0.1, 0.0], [-0.3, -0.1, 0.5], [0.1, -0.2, -0.2], [0.1, 0.1, -0.3], [0.1, -0.1, 0.1], [0.0, 0.1, 0.3], [-0.1, 0.0, 0.0], [0.0, 0.0, 0.0], [-0.2, 0.1, 0.0], [0.0, -0.1, 0.0], [-0.3, -0.1, 0.2], [0.1, 0.4, -0.2], [0.1, 0.1, -0.1], [0.0, -0.1, 0.1], [0.1, -0.1, -0.2], [0.0, 0.2, 0.2], [-0.1, -0.2, 0.1], [0.2, -0.1, -0.1], [-0.1, 0.0, 0.0], [0.0, -0.1, 0.1], [0.0, 0.0, -0.1], [0.0, 0.1, 0.0], [-0.1, 0.0, 0.1], [0.1, 0.0, 0.0], [0.1, 0.0, 0.0], [0.0, 0.1, -0.1], [0.0, 0.1, 0.1], [-0.1, 0.0, -0.1], [-0.1, 0.0, 0.0], [-0.1, 0.1, -0.2], [0.1, 0.0, 0.1], [0.2, -0.1, -0.1], [-0.3, 0.1, 0.1], [0.1, -0.1, 0.1], [0.2, 0.1, -0.1], [0.0, 0.0, 0.0], [0.0, 0.0, 0.1], [0.0, 0.0, 0.0], [-0.1, 0.0, 0.0], [-0.1, 0.0, 0.1], [0.0, 0.0, -0.1], [0.0, 0.0, -0.1], [0.0, 0.0, 0.0], [0.0, 0.0, 0.0], [0.0, -0.1, 0.0], [-0.1, -0.1, 0.1], [-0.1, 0.1, 0.1], [0.1, -0.1, 0.0], [0.0, 0.2, -0.2], [0.0, -0.2, 0.3], [0.0, -0.1, -0.1], [0.1, 0.2, -0.2], [0.0, 0.0, 0.0], [0.1, -0.1, 0.0], [0.0, 0.0, 0.0], [0.0, 0.0, 0.1], [0.0, -0.1, 0.0], [0.0, 0.1, 0.0], [0.0, 0.1, 0.0], [0.0, 0.0, 0.0], [0.0, 0.0, 0.0], [0.0, 0.0, -0.1], [-0.1, -0.1, 0.0]]
}